# C24H61BBrF5N20O42P

A cluster of 19 separate species, C24H61BBrF5N20O42P in total in a non-equilibrium geometry (ωB97M-V/def2-TZVPD, the OMol25 dataset).

LUMO level: 0.7 eV
Multiplicity: 1
Maximum force: 4.01 eV/Å
HOMO energy: -5.33 eV
Total energy: -235225.6213 eV
Gap between HOMO and LUMO: 6.0 eV
Total charge: -1

Last columns: bonded neighbours and bond lengths (Å).
Geometry (Å):
1 C -3.08490 -4.32361 1.44601  C2 1.533, H23 1.102, H24 1.104, H25 1.100
2 C -2.21590 -4.90568 0.32486  C1 1.533, Br3 2.063, O4 1.352, C18 1.592
3 Br -3.60103 -5.99929 -0.74266  C2 2.063
4 O -1.74074 -4.06555 -0.62154  C2 1.352, B5 1.477
5 B -0.53887 -4.63291 -1.26647  O4 1.477, N6 1.575, P13 1.961, O17 1.443
6 N -0.93254 -5.30118 -2.63706  B5 1.575, C7 1.426, C10 1.401
7 C -1.29188 -4.36316 -3.64962  N6 1.426, O8 1.147, F9 1.352
8 O -2.39988 -4.19501 -3.89381  C7 1.147
9 F -0.37025 -3.68063 -4.36617  C7 1.352
10 C 0.01849 -6.22800 -3.08498  N6 1.401, O11 1.162, F12 1.360
11 O 1.00995 -6.03306 -3.65945  C10 1.162
12 F -0.28905 -7.52159 -2.80035  C10 1.360
13 P 0.70284 -3.11505 -1.29488  B5 1.961, N14 1.589, O15 1.644, O16 1.665
14 N 1.39410 -3.00663 0.13231  P13 1.589, H26 1.018
15 O -0.05370 -1.67810 -1.55204  P13 1.644, H27 0.971
16 O 1.90134 -3.30260 -2.43590  P13 1.665, H28 0.973
17 O -0.22771 -5.76233 -0.42464  B5 1.443, C18 1.426
18 C -1.12910 -6.02263 0.64904  C2 1.592, O17 1.426, C19 1.576, H29 1.100
19 C -0.19271 -5.85130 1.90485  C18 1.576, F20 1.321, F21 1.340, F22 1.357
20 F -0.37103 -4.72918 2.57923  C19 1.321
21 F 1.08852 -5.82860 1.51179  C19 1.340
22 F -0.27870 -6.95270 2.69314  C19 1.357
23 H -3.30720 -5.03764 2.25486  C1 1.102
24 H -2.51825 -3.47464 1.86582  C1 1.104
25 H -4.01039 -3.93417 0.99742  C1 1.100
26 H 2.40313 -3.09711 0.03199  N14 1.018
27 H 0.36135 -1.03410 -0.95597  O15 0.971
28 H 2.50775 -3.95557 -2.04432  O16 0.973
29 H -1.46969 -7.03834 0.40048  C18 1.100
30 C 0.42790 -1.15414 3.48812  N31 1.488, H34 1.085, H35 1.084, H36 1.083
31 N -0.61169 -0.81785 2.47837  C30 1.488, O32 1.209, O33 1.220
32 O -1.22554 -1.73424 1.98335  N31 1.209
33 O -0.76634 0.36350 2.21765  N31 1.220
34 H 0.45384 -2.23212 3.61256  C30 1.085
35 H 1.37624 -0.78652 3.11326  C30 1.084
36 H 0.15379 -0.66408 4.41390  C30 1.083
37 C 3.34571 -7.69306 -1.70781  N38 1.487, H41 1.085, H42 1.088, H43 1.087
38 N 3.44854 -6.55873 -0.75150  C37 1.487, O39 1.215, O40 1.212
39 O 3.88141 -6.79299 0.35923  N38 1.215
40 O 3.08650 -5.47531 -1.15543  N38 1.212
41 H 3.69956 -8.59365 -1.21673  C37 1.085
42 H 2.29943 -7.78872 -1.99006  C37 1.088
43 H 3.96338 -7.45116 -2.56875  C37 1.087
44 C 2.68589 -1.47463 -5.02214  N45 1.489, H48 1.085, H49 1.086, H50 1.088
45 N 2.85260 -0.12155 -4.42404  C44 1.489, O46 1.224, O47 1.211
46 O 3.19610 0.78921 -5.16541  N45 1.224
47 O 2.63953 -0.01135 -3.23708  N45 1.211
48 H 2.91250 -1.41380 -6.08113  C44 1.085
49 H 3.37388 -2.14665 -4.51732  C44 1.086
50 H 1.65398 -1.78086 -4.86303  C44 1.088
51 C -2.83040 3.24506 1.72718  N52 1.487, H55 1.085, H56 1.087, H57 1.089
52 N -3.66716 3.42593 2.94340  C51 1.487, O53 1.218, O54 1.216
53 O -4.85160 3.66411 2.78688  N52 1.218
54 O -3.10973 3.32436 4.01921  N52 1.216
55 H -3.45947 3.36325 0.85168  C51 1.085
56 H -2.05168 4.00359 1.74786  C51 1.087
57 H -2.40505 2.24371 1.76541  C51 1.089
58 C 5.68405 1.17451 -1.99771  N59 1.489, H62 1.085, H63 1.087, H64 1.087
59 N 6.35118 -0.05562 -1.48777  C58 1.489, O60 1.220, O61 1.212
60 O 7.56661 -0.11530 -1.57855  N59 1.220
61 O 5.63867 -0.91541 -1.01778  N59 1.212
62 H 6.44223 1.84721 -2.38474  C58 1.085
63 H 4.99649 0.87246 -2.78386  C58 1.087
64 H 5.15236 1.62903 -1.16598  C58 1.087
65 C -5.74403 5.94451 -0.32641  N66 1.489, H69 1.083, H70 1.083, H71 1.087
66 N -5.41704 4.59972 -0.87688  C65 1.489, O67 1.217, O68 1.214
67 O -4.26884 4.39590 -1.22495  N66 1.217
68 O -6.32538 3.79620 -0.93684  N66 1.214
69 H -4.84846 6.55296 -0.33017  C65 1.083
70 H -6.50807 6.37758 -0.96076  C65 1.083
71 H -6.10790 5.79780 0.68712  C65 1.087
72 C 4.07261 -5.35811 -6.75282  N73 1.485, H76 1.085, H77 1.086, H78 1.088
73 N 4.23933 -4.00334 -6.16873  C72 1.485, O74 1.221, O75 1.212
74 O 4.59313 -3.10473 -6.91564  N73 1.221
75 O 4.01271 -3.88692 -4.98402  N73 1.212
76 H 4.31034 -5.31128 -7.81018  C72 1.085
77 H 4.75617 -6.02200 -6.23258  C72 1.086
78 H 3.03824 -5.65989 -6.60205  C72 1.088
79 C 9.45747 2.83669 -4.90827  N80 1.488, H83 1.085, H84 1.087, H85 1.087
80 N 8.55920 2.88371 -3.72310  C79 1.488, O81 1.218, O82 1.211
81 O 7.37259 3.06993 -3.92392  N80 1.218
82 O 9.07606 2.73262 -2.63795  N80 1.211
83 H 8.86125 2.98578 -5.80240  C79 1.085
84 H 10.19086 3.63045 -4.79423  C79 1.087
85 H 9.93402 1.86001 -4.91823  C79 1.087
86 C -1.43106 4.87275 6.58111  N87 1.489, H90 1.085, H91 1.087, H92 1.087
87 N -1.16311 6.25812 7.05639  C86 1.489, O88 1.215, O89 1.216
88 O -0.81435 7.07903 6.23140  N87 1.215
89 O -1.31336 6.47057 8.24405  N87 1.216
90 H -1.25858 4.82980 5.51123  C86 1.085
91 H -0.75155 4.20905 7.10921  C86 1.087
92 H -2.46670 4.64059 6.81359  C86 1.087
93 C 0.52376 4.62099 -1.58030  N94 1.488, H97 1.084, H98 1.087, H99 1.085
94 N -0.12269 4.06108 -0.36319  C93 1.488, O95 1.220, O96 1.211
95 O -0.46215 4.83883 0.51383  N94 1.220
96 O -0.26905 2.85985 -0.32651  N94 1.211
97 H 0.58908 5.69820 -1.47781  C93 1.084
98 H 1.51341 4.17864 -1.65667  C93 1.087
99 H -0.09301 4.35114 -2.43161  C93 1.085
100 C -6.10598 10.47219 0.92964  N101 1.488, H104 1.085, H105 1.087, H106 1.087
101 N -5.75890 9.13993 0.36560  C100 1.488, O102 1.212, O103 1.219
102 O -4.61273 8.95762 0.01691  N101 1.212
103 O -6.66083 8.32285 0.29537  N101 1.219
104 H -5.21479 11.09078 0.93154  C100 1.085
105 H -6.87733 10.90389 0.29728  C100 1.087
106 H -6.47111 10.31362 1.94131  C100 1.087
107 C 2.83407 -6.76675 3.93881  N108 1.487, H111 1.085, H112 1.087, H113 1.086
108 N 2.08063 -7.45814 5.01858  C107 1.487, O109 1.212, O110 1.220
109 O 1.57478 -6.77463 5.88286  N108 1.212
110 O 2.02349 -8.67528 4.96078  N108 1.220
111 H 2.80022 -5.69766 4.11927  C107 1.085
112 H 3.85732 -7.13269 3.96897  C107 1.087
113 H 2.35653 -7.01307 2.99556  C107 1.086
114 C 0.39246 -10.70019 6.24771  N115 1.489, H118 1.084, H119 1.083, H120 1.087
115 N -0.53443 -11.84805 6.04405  C114 1.489, O116 1.217, O117 1.214
116 O -0.05839 -12.96842 6.06449  N115 1.217
117 O -1.70681 -11.58432 5.87083  N115 1.214
118 H 1.39668 -11.08393 6.38824  C114 1.084
119 H 0.33984 -10.07450 5.36526  C114 1.083
120 H 0.05617 -10.16237 7.13023  C114 1.087
121 C -9.33487 6.31297 1.69145  N122 1.489, H125 1.085, H126 1.087, H127 1.087
122 N -9.19101 7.50913 2.56648  C121 1.489, O123 1.213, O124 1.218
123 O -8.69309 7.34520 3.65982  N122 1.213
124 O -9.58531 8.57100 2.11848  N122 1.218
125 H -8.94481 5.44711 2.21647  C121 1.085
126 H -10.39300 6.18982 1.47578  C121 1.087
127 H -8.76721 6.50132 0.78369  C121 1.087
128 C 0.33531 5.37939 -6.17107  N129 1.489, H132 1.085, H133 1.087, H134 1.087
129 N 0.40726 6.41142 -5.09997  C128 1.489, O130 1.216, O131 1.213
130 O 0.94932 6.09956 -4.05660  N129 1.216
131 O -0.08220 7.49348 -5.34596  N129 1.213
132 H 0.80889 4.47129 -5.81229  C128 1.085
133 H -0.71536 5.20809 -6.38975  C128 1.087
134 H 0.85818 5.77224 -7.03888  C128 1.087
135 C -11.79582 10.10248 4.01900  N136 1.489, H139 1.084, H140 1.087, H141 1.087
136 N -12.47621 11.41686 3.85617  C135 1.489, O137 1.215, O138 1.215
137 O -12.39616 11.96069 2.77265  N136 1.215
138 O -13.06609 11.85380 4.82451  N136 1.215
139 H -11.31511 9.83915 3.08393  C135 1.084
140 H -11.06198 10.20954 4.81333  C135 1.087
141 H -12.55620 9.37169 4.28263  C135 1.087
142 C 7.67798 -3.69164 -5.74822  N143 1.489, H146 1.085, H147 1.087, H148 1.088
143 N 8.10331 -4.98490 -6.35208  C142 1.489, O144 1.213, O145 1.218
144 O 9.27798 -5.12099 -6.62122  N143 1.213
145 O 7.23583 -5.82059 -6.53345  N143 1.218
146 H 8.54911 -3.05351 -5.64661  C142 1.085
147 H 6.94439 -3.24369 -6.41433  C142 1.087
148 H 7.24279 -3.91078 -4.77585  C142 1.088
149 C 4.30008 0.87341 5.30934  N150 1.488, H153 1.085, H154 1.087, H155 1.087
150 N 3.29996 -0.22790 5.27443  C149 1.488, O151 1.213, O152 1.216
151 O 3.71791 -1.36675 5.27794  N150 1.213
152 O 2.12836 0.09625 5.24341  N150 1.216
153 H 5.29394 0.43918 5.33391  C149 1.085
154 H 4.16002 1.47090 4.41225  C149 1.087
155 H 4.11019 1.45912 6.20487  C149 1.087